DFT (ωB97M-V with the def2-TZVPD basis set) results for 12 unconnected molecules or ions with the total composition C39H111N15O12 at a distorted geometry.

Values from the calculation:
SMILES	COC[C@H](C)N.COC[C@H](C)N.COC[C@H](C)N.COC[C@H](C)N.COC[C@H](C)N.COC[C@H](C)N.COC[C@H](C)N.COC[C@H](C)N.COC[C@H](C)N.NC(N)=O.NC(N)=O.NC(N)=O
orbital gap	9.10	eV
LUMO	0.50	eV

XYZ file:
```
177
Properties=species:S:1:pos:R:3:forces:R:3
O 7.713 -14.627 20.446 -0.078 0.012 -0.485
O -3.995 -16.699 24.902 0.188 0.723 0.725
O -0.165 -13.531 27.242 2.646 1.211 0.645
O 2.607 -10.058 21.472 -0.241 0.723 0.222
O 0.751 -14.847 22.258 -1.419 0.636 0.352
O 6.041 -18.794 26.785 1.757 -0.512 -0.235
O 3.513 -13.442 17.193 -0.539 0.122 -0.697
O 5.107 -13.760 27.830 -0.778 -0.154 -0.635
O -2.786 -18.760 21.515 0.571 -0.507 -0.339
O 0.006 -18.377 23.922 -0.714 0.491 1.638
O 5.091 -16.841 23.487 1.898 0.259 1.107
O 1.356 -16.834 28.072 0.882 -1.241 0.719
N 4.215 -17.758 25.997 -2.128 0.963 -0.382
N 7.039 -11.042 19.883 -0.072 0.630 0.771
N 8.475 -17.086 25.063 0.653 -0.709 0.645
N 3.419 -14.758 22.449 0.883 0.447 -0.144
N -5.431 -13.402 25.608 -0.750 -0.701 -0.589
N -3.377 -15.277 20.429 -1.419 1.457 0.072
N -0.096 -10.903 23.742 -1.854 -1.440 -0.657
N 1.338 -12.068 26.364 0.536 -0.177 0.682
N 1.172 -18.793 21.449 1.948 -0.187 -1.574
N -0.715 -16.116 28.019 -1.368 0.493 -0.069
N 4.219 -18.546 28.130 0.138 0.074 -0.898
N 2.004 -13.591 28.083 -1.651 0.321 -0.061
N -0.401 -18.063 29.119 0.226 -0.604 0.878
N 2.591 -15.901 19.719 -0.955 0.567 0.911
N 4.983 -11.609 26.207 0.192 1.872 -0.040
C -3.533 -16.738 20.413 0.323 0.259 -0.958
C 2.665 -15.150 23.649 2.302 0.065 -0.580
C 6.117 -12.834 27.957 1.538 -0.217 2.744
C 3.552 -14.575 24.812 -0.685 -0.162 -1.140
C 7.045 -15.769 19.988 0.098 -0.936 -0.363
C 0.191 -17.012 28.411 -0.679 0.612 -0.114
C 0.105 -18.111 25.335 0.102 0.119 -0.453
C -2.860 -17.248 19.139 -0.462 0.000 -0.604
C 4.432 -17.748 22.642 -0.805 -0.488 2.453
C 6.970 -13.475 20.075 0.826 -0.003 0.859
C -4.894 -14.556 24.841 -0.411 0.151 2.625
C -3.885 -14.053 23.882 1.069 1.733 0.493
C 3.420 -12.073 16.912 0.081 0.808 -0.642
C 6.519 -17.161 23.660 -0.767 2.251 -0.020
C -3.886 -19.425 22.026 -1.137 -2.288 -0.334
C -2.833 -17.377 21.625 -0.747 1.106 -0.505
C 0.793 -10.039 22.958 0.571 -1.339 -0.338
C 7.645 -14.916 24.549 0.230 -0.736 -0.511
C 5.460 -15.115 28.021 -0.800 -0.087 -1.592
C 7.237 -16.383 24.842 -0.787 0.378 -1.168
C 0.388 -19.672 23.592 2.977 0.443 -0.246
C 7.822 -12.219 20.276 -0.166 0.028 0.183
C 0.721 -21.117 21.542 0.407 0.929 -0.630
C 1.402 -9.037 23.896 1.553 0.675 0.452
C 1.033 -13.049 27.272 -2.266 -1.441 -1.669
C 0.339 -19.730 22.072 -0.150 -2.451 0.864
C -0.694 -14.473 22.138 3.325 -0.528 -0.692
C 4.923 -18.378 26.938 -1.000 -0.253 1.688
C 0.957 -15.064 18.155 0.995 -0.288 -1.952
C -3.036 -17.504 25.465 0.060 -2.909 1.164
C 1.887 -10.937 22.265 -1.343 -0.507 1.653
C 5.149 -10.487 28.466 -1.052 -0.087 1.100
C -4.261 -15.608 25.786 -1.049 0.558 -1.462
C 2.437 -15.165 18.440 0.508 -0.733 0.576
C 8.361 -12.091 21.730 0.283 -0.345 -0.942
C 5.769 -11.447 27.483 0.605 -0.240 -1.668
C 1.306 -14.589 23.539 -1.308 0.377 2.157
C 3.855 -10.568 21.234 1.614 -0.623 0.153
C 3.227 -13.855 18.483 -1.367 -0.791 1.512
H 0.153 -18.699 29.681 0.481 0.277 -0.567
H 6.791 -11.063 27.253 -0.598 0.255 0.067
H 3.370 -17.758 22.991 0.859 -0.456 -0.511
H 4.333 -10.878 22.195 -0.169 -0.096 -0.537
H 3.234 -15.321 21.635 -0.373 -0.100 -0.170
H 4.199 -10.805 28.966 0.673 -0.177 -0.672
H 4.626 -17.333 25.182 0.267 -0.215 -0.267
H -0.714 -19.574 21.880 -0.214 0.375 -0.680
H 1.715 -14.445 28.546 -0.005 0.142 -0.208
H -4.274 -13.135 23.402 0.255 -0.477 -0.058
H 0.454 -14.583 18.932 -0.921 0.713 1.418
H 4.486 -17.427 21.667 0.000 0.745 -2.572
H -3.302 -17.091 22.565 -0.029 0.252 0.184
H 7.697 -16.644 20.063 0.286 0.257 -0.077
H 2.192 -19.056 21.480 -1.637 0.452 0.205
H 0.577 -16.049 17.970 -0.359 -0.708 0.407
H 2.114 -9.488 24.594 0.018 -0.593 -0.107
H -1.676 -16.258 28.301 0.249 0.326 -0.216
H 2.974 -13.548 27.875 0.909 0.456 -0.330
H 2.279 -16.863 19.560 0.015 0.313 0.194
H -1.858 -16.825 19.015 -0.091 0.234 0.003
H 7.079 -13.139 27.480 -0.736 -0.223 -0.153
H 1.434 -13.538 23.908 -0.577 -0.043 -1.269
H -0.426 -15.200 27.629 -0.150 -0.162 0.203
H 6.669 -11.106 18.957 0.114 -0.246 -0.701
H 4.039 -13.660 24.411 -0.381 -0.438 0.329
H -3.401 -18.058 26.416 0.324 0.868 -1.131
H 4.318 -15.349 24.934 -0.133 0.602 0.609
H 6.177 -13.377 20.804 -0.880 0.075 0.135
H 2.510 -11.492 23.044 -0.460 0.851 -0.779
H 2.681 -16.240 23.679 -0.548 -0.122 0.540
H 8.927 -11.176 21.789 -0.323 0.724 0.278
H -0.138 -20.432 24.115 -1.169 -0.767 0.346
H 0.665 -11.780 25.648 0.159 -0.448 0.399
H 6.595 -16.398 25.729 -0.201 -0.079 -0.179
H 1.826 -21.305 21.720 -1.318 -0.079 0.014
H 2.986 -14.306 25.703 0.199 -0.350 0.122
H 9.117 -12.824 21.977 0.100 -0.663 -0.438
H -3.944 -19.342 23.130 0.200 -0.426 -0.388
H 8.055 -14.482 25.436 -0.180 0.330 1.132
H -1.256 -17.875 29.649 0.511 0.274 -0.720
H 1.895 -15.492 20.425 1.089 -0.793 -1.274
H 2.371 -11.629 17.081 1.546 -0.590 0.147
H 1.165 -18.228 25.674 -0.792 0.079 -0.168
H 4.928 -9.516 28.036 0.058 0.122 -0.383
H 0.671 -15.009 24.389 0.326 0.064 -1.055
H 4.521 -9.813 20.816 -0.327 0.160 -0.280
H 6.172 -16.057 20.591 -0.248 0.520 -0.119
H 0.054 -21.798 22.069 0.365 -0.658 -0.469
H 6.218 -10.850 20.455 0.466 -0.366 0.261
H -3.844 -20.526 21.617 0.174 1.924 1.259
H -3.058 -13.742 24.565 -0.102 0.159 -0.700
H -4.579 -16.982 20.287 -0.449 -0.361 0.542
H 1.430 -11.747 21.649 0.036 0.372 0.269
H -4.750 -12.706 25.799 0.556 0.441 0.386
H 5.487 -12.194 25.537 -0.070 -0.084 0.437
H 3.775 -11.435 20.567 0.370 -0.091 0.028
H 5.209 -15.475 28.986 -0.188 -0.117 1.289
H -4.993 -15.907 26.538 0.000 -0.132 0.191
H 4.135 -14.038 19.051 0.232 0.095 0.169
H 3.630 -11.990 15.812 -0.162 0.085 0.986
H 4.684 -18.952 28.901 0.552 -0.302 0.432
H -0.816 -10.434 24.315 0.781 0.186 -0.617
H 6.763 -15.639 18.922 -0.077 -0.223 0.494
H -0.669 -11.578 23.144 1.295 1.238 0.925
H -6.056 -13.574 26.401 0.661 -0.171 -0.567
H 4.779 -15.635 27.305 0.986 -0.066 0.452
H 6.369 -12.814 29.072 0.078 0.421 -1.035
H 7.635 -12.227 22.519 -0.576 0.463 0.044
H 6.620 -18.195 23.741 0.013 -1.968 1.085
H 3.421 -17.981 28.323 -0.560 0.268 0.051
H 8.568 -14.938 23.947 -0.727 0.053 -0.658
H 8.303 -17.964 25.569 0.110 0.520 -0.178
H 4.972 -10.669 25.741 -0.111 -1.058 0.571
H -1.047 -14.906 21.218 -0.145 -0.153 -0.062
H -4.876 -19.092 21.667 0.365 0.432 -0.191
H 2.305 -11.849 26.157 0.032 -0.024 0.284
H 4.917 -18.710 22.736 -0.251 -0.648 -0.002
H 3.294 -17.394 26.260 0.535 -0.200 -0.197
H -3.501 -17.005 18.240 0.819 -0.331 0.869
H 9.115 -16.506 25.618 -0.356 -0.484 -0.240
H -0.240 -17.075 25.432 0.529 -0.250 0.208
H 0.703 -8.585 24.594 -0.428 0.369 -0.428
H -1.837 -16.950 21.563 0.412 -0.353 0.375
H 2.945 -15.749 17.685 -0.029 -0.395 -0.371
H -3.435 -14.716 23.160 -0.391 -0.425 -0.174
H 1.464 -19.806 23.944 -0.699 -0.007 -0.403
H 4.248 -11.537 17.462 -1.088 -0.042 -0.377
H -0.758 -13.415 22.089 -0.139 1.133 -0.119
H -0.573 -18.740 25.978 0.622 0.211 -0.729
H -3.031 -14.983 19.511 -0.257 0.025 0.506
H 5.843 -10.287 29.289 0.087 -0.136 -0.143
H -2.109 -17.031 25.714 0.243 0.864 0.255
H 8.710 -12.201 19.634 -0.159 -0.323 -0.082
H 2.042 -8.279 23.394 -0.866 -0.270 0.075
H 6.865 -14.243 24.173 0.189 -0.357 -0.184
H -4.283 -14.732 20.591 1.723 -1.269 -0.235
H 0.569 -21.059 20.419 0.015 -0.551 1.332
H -1.196 -14.815 22.986 -0.991 -0.782 1.289
H 0.364 -9.552 22.084 -0.653 0.332 0.160
H 2.544 -13.233 19.099 0.598 0.770 -0.502
H -3.374 -15.195 26.290 0.076 -0.237 -0.280
H 6.521 -13.606 19.072 0.404 0.344 0.194
H 6.524 -15.308 27.849 -0.146 0.013 -0.297
H -2.699 -18.315 19.238 -0.201 -0.249 -0.326
H -5.729 -15.041 24.399 -0.755 -0.453 -0.715
H -2.741 -18.301 24.773 -0.281 0.121 -0.140
H 6.975 -17.008 22.701 0.715 0.850 -0.547
H 4.405 -14.958 22.629 -0.319 0.196 0.066
H 0.723 -14.571 17.228 0.075 0.718 -0.512
H 1.009 -17.922 21.859 0.206 1.906 0.619
```
Positions in Å, forces in eV/Å.

Results of the Löwdin charge analysis, in e, for atoms 1 through 6:
1. O -0.18
2. O -0.18
3. O -0.09
4. O -0.17
5. O -0.19
6. O 0.04